1.
53
Properties=species:S:1:pos:R:3 method="wB97M-V/def2-TZVPD" orbital_gap_ha="0.270 / 0.265" s_squared=0.756 relative_energy_kcal_mol=0.00 charge=0 multiplicity=2
Cu 0.185 0.189 -0.366
C 3.396 -1.373 -4.884
C 2.428 -2.371 -4.835
C 1.411 -2.314 -3.901
C 1.365 -1.245 -3.014
C 2.326 -0.248 -3.050
C 3.339 -0.313 -3.995
N 0.352 -1.137 -2.001
N -0.591 -1.952 -2.093
C -1.528 -1.868 -1.030
C -2.582 -2.772 -1.048
C -3.488 -2.753 0.001
C -3.317 -1.845 1.037
C -2.252 -0.945 1.035
C -1.341 -0.935 -0.009
H 4.189 -1.423 -5.617
H 2.470 -3.201 -5.528
H 0.657 -3.084 -3.848
H 2.230 0.592 -2.379
H 4.080 0.474 -4.042
H -2.675 -3.472 -1.866
H -4.319 -3.445 0.014
H -4.020 -1.837 1.860
H -2.137 -0.256 1.860
C 4.212 3.388 -0.328
C 3.433 3.059 0.898
C 3.172 3.912 1.934
C 2.396 3.426 3.001
N 1.869 2.215 3.011
C 2.061 1.417 1.959
S 1.286 -0.092 1.791
N 2.921 1.819 0.982
C 2.090 4.284 4.185
H 4.525 4.429 -0.315
H 3.595 3.215 -1.212
H 5.096 2.754 -0.399
H 3.553 4.921 1.926
H 3.015 1.186 0.199
H 2.596 5.244 4.138
H 2.374 3.762 5.096
H 1.013 4.445 4.227
F -0.989 6.687 -2.405
C -0.497 5.489 -2.064
C 0.121 4.687 -3.011
F 0.226 5.113 -4.274
C 0.627 3.451 -2.652
F 1.229 2.705 -3.596
C 0.554 2.954 -1.340
O 1.079 1.804 -0.997
C -0.071 3.800 -0.413
F -0.163 3.399 0.868
C -0.588 5.035 -0.759
F -1.174 5.800 0.171

2.
17
Properties=species:S:1:pos:R:3 method="wB97M-V/def2-TZVPD" orbital_gap_ha=0.302 relative_energy_kcal_mol=97.45 charge=0
C -1.792 0.131 -0.586
C -0.420 -0.366 -0.143
C 0.620 -1.167 -0.837
S 2.389 -0.774 -0.666
N -2.677 0.318 0.528
H -1.505 1.002 -1.327
H -2.235 -0.664 -1.146
H -0.698 -0.982 0.700
H 0.099 0.515 0.286
H 0.471 -2.183 -0.505
H 0.565 -1.186 -1.985
H 2.010 -1.757 1.066
H -3.639 0.856 0.283
H -2.158 0.950 1.139
H 2.778 1.152 0.671
H 3.493 2.269 1.278
O 2.699 1.886 1.244

3.
108
Properties=species:S:1:pos:R:3 method="wB97M-V/def2-TZVPD" orbital_gap_ha=0.261 charge=0
C 2.338 2.133 3.514
C 2.222 1.231 2.275
O 1.043 0.397 2.400
P 1.210 -1.096 1.795
O 1.846 -1.950 2.809
C -0.484 -1.722 1.515
C -1.339 -1.256 2.725
C -2.795 -1.784 2.640
C -3.677 -0.960 1.720
C -4.011 0.381 1.917
Br -3.379 1.294 3.493
C -4.823 1.088 1.021
C -5.202 2.537 1.274
C -4.255 3.562 0.562
C -3.743 4.570 1.632
C -2.661 5.519 1.073
O -1.841 4.881 0.109
C -1.404 5.847 -0.849
C -5.346 0.468 -0.134
P -6.431 1.370 -1.328
C -5.294 1.825 -2.728
O -7.529 0.230 -1.829
C -5.018 -0.869 -0.320
C -4.204 -1.568 0.594
C -4.089 -3.012 0.079
O -3.230 -3.832 0.274
N -5.230 -3.127 -0.753
C -6.392 -3.849 -0.270
S -7.487 -2.904 0.848
C -6.738 -2.939 2.508
C -7.244 -1.779 3.396
C -5.410 -1.880 -1.414
O -5.738 -1.710 -2.557
O 2.141 -1.163 0.474
C 1.748 -0.283 -0.595
C 2.949 -0.211 -1.579
H 2.849 3.047 3.175
H 1.348 2.463 3.856
H 2.910 1.676 4.326
H 3.129 0.647 2.086
H 2.033 1.911 1.430
H -0.440 -2.817 1.441
H -0.917 -1.367 0.564
H -1.379 -0.166 2.673
H -0.863 -1.624 3.641
H -2.747 -2.837 2.334
H -3.255 -1.800 3.643
H -6.205 2.676 0.844
H -5.323 2.746 2.344
H -3.420 3.026 0.095
H -4.829 4.058 -0.234
H -4.621 5.153 1.938
H -3.358 3.954 2.453
H -3.173 6.411 0.674
H -2.021 5.831 1.920
H -0.774 5.345 -1.589
H -0.845 6.645 -0.332
H -2.301 6.258 -1.340
H -4.632 0.976 -2.957
H -4.646 2.632 -2.357
H -5.846 2.162 -3.611
H -7.680 0.273 -2.781
H -7.014 -4.177 -1.110
H -6.098 -4.767 0.256
H -5.643 -2.892 2.510
H -7.067 -3.870 2.989
H -6.486 -1.590 4.171
H -7.372 -0.837 2.847
H -8.181 -2.007 3.916
H 1.549 0.748 -0.277
H 0.871 -0.629 -1.159
H 3.676 -0.986 -1.295
H 2.647 -0.355 -2.622
H 3.489 0.742 -1.506
C 8.063 4.796 -4.649
O 7.015 4.763 -3.669
P 6.022 3.418 -3.714
O 5.145 3.799 -4.867
O 5.344 3.741 -2.284
C 5.346 5.033 -1.690
O 5.568 1.826 -3.522
C 6.356 0.871 -4.254
H 8.652 5.696 -4.485
H 8.712 3.926 -4.548
H 7.639 4.825 -5.654
H 4.947 5.783 -2.373
H 6.351 5.302 -1.369
H 4.708 4.989 -0.809
H 7.399 0.912 -3.934
H 6.293 1.071 -5.326
H 5.963 -0.122 -4.050
C 5.386 -7.345 -1.469
O 6.084 -6.775 -0.353
P 5.573 -5.252 0.120
O 6.251 -4.432 -0.938
O 6.391 -5.302 1.511
C 7.495 -6.166 1.742
O 4.578 -4.100 0.786
C 3.265 -3.997 0.206
H 5.786 -8.341 -1.646
H 4.319 -7.427 -1.254
H 5.537 -6.735 -2.361
H 8.254 -6.053 0.968
H 7.162 -7.200 1.806
H 7.930 -5.889 2.701
H 2.724 -4.939 0.322
H 3.341 -3.743 -0.855
H 2.723 -3.209 0.724

4.
56
Properties=species:S:1:pos:R:3 method="wB97M-V/def2-TZVPD" orbital_gap_ha=0.304 relative_energy_kcal_mol=526.30 charge=0
C -2.075 3.222 -0.050
H -1.947 4.171 -0.307
O -1.680 2.208 -1.090
C -0.363 2.332 -1.326
C -0.169 1.445 -2.169
C 1.340 1.326 -2.719
C 2.442 2.210 -2.207
C 1.862 3.124 -1.453
C 0.612 3.283 -0.933
O 0.416 4.170 0.111
C 1.219 4.089 1.085
C 0.601 3.002 1.969
C 0.905 1.635 1.925
C 0.581 0.484 2.389
C -0.472 0.762 3.503
C -0.598 2.070 3.891
C -0.211 3.082 3.312
H -0.458 4.133 3.459
H -1.484 2.070 4.564
H -0.606 -0.119 4.030
H 0.754 -0.416 2.179
H 1.928 1.513 0.870
H 2.308 3.946 0.989
H 1.167 5.036 1.781
H 2.534 3.772 -1.268
H 3.268 1.963 -2.737
C 1.615 0.225 -3.643
N 0.650 -0.893 -4.172
C 0.408 -1.644 -2.980
C 1.048 -1.877 -1.765
C 0.584 -2.815 -1.009
C -0.575 -3.588 -1.130
C -1.146 -3.541 -2.344
C -0.839 -2.505 -3.129
H -1.362 -2.415 -4.106
H -1.953 -4.229 -2.696
C -1.047 -4.647 -0.122
N -1.484 -4.103 0.949
C -1.165 -3.492 1.980
N 0.164 -3.625 2.358
C 0.174 -3.103 3.762
N -0.804 -2.322 3.890
N -1.835 -2.613 2.922
H -2.810 -2.307 2.989
H 0.869 -2.867 4.189
H -2.614 -3.726 0.641
H -1.417 -5.539 -0.427
H -0.020 -5.149 0.614
H 1.073 -2.909 -0.071
H 1.906 -1.083 -1.680
H -0.095 -0.662 -4.749
H 1.761 0.659 -4.842
H 2.471 -0.443 -3.582
H -0.720 0.703 -2.540
H -3.147 3.017 0.014
H -1.561 2.981 0.881

5.
50
Properties=species:S:1:pos:R:3 method="wB97M-V/def2-TZVPD" orbital_gap_ha=0.205 charge=-3
Ca 0.465 1.514 0.172
Ca -2.388 -1.894 -0.716
B -1.673 -2.489 -3.064
H -1.717 -3.295 -2.279
H -0.600 -2.131 -3.290
H -2.101 -2.877 -4.073
H -2.341 -1.648 -2.733
B -0.315 -0.886 -0.285
H 0.699 -0.572 0.100
H -0.801 -0.028 -0.774
H -0.277 -1.757 -0.984
H -0.904 -1.174 0.621
B -3.569 0.161 0.206
H -4.206 -0.540 -0.412
H -4.261 0.900 0.765
H -2.991 -0.518 0.890
H -2.908 0.753 -0.528
B -1.849 3.203 -1.616
H -0.988 3.748 -2.174
H -2.368 2.464 -2.339
H -1.484 2.621 -0.672
H -2.635 3.939 -1.169
B -0.716 0.977 2.523
H -1.109 1.928 3.060
H -1.214 0.001 2.881
H -1.005 1.057 1.439
H 0.417 0.985 2.521
B -2.671 -3.758 0.803
H -2.305 -4.179 -0.172
H -2.905 -4.627 1.535
H -1.868 -3.112 1.248
H -3.614 -3.171 0.649
B 1.218 1.566 -2.263
H 1.840 1.072 -1.464
H 1.483 2.698 -2.285
H 1.413 1.080 -3.294
H 0.145 1.436 -1.959
C 4.643 1.034 1.960
C 4.365 -0.427 1.635
C 3.347 -0.298 0.484
O 2.646 0.920 0.801
C 3.254 1.608 1.903
H 5.342 1.484 1.249
H 5.104 1.318 2.914
H 3.841 -0.924 2.453
H 5.216 -1.036 1.327
H 2.605 -1.093 0.508
H 3.757 -0.160 -0.517
H 2.646 1.465 2.797
H 3.335 2.661 1.618

6.
11
Properties=species:S:1:pos:R:3 method="wB97M-V/def2-TZVPD" orbital_gap_ha=0.347 relative_energy_kcal_mol=42.90 charge=0
H 1.291 1.012 -1.972
N 0.585 0.745 -1.282
C 0.987 1.021 -0.110
C 0.160 0.717 1.102
N -0.749 -0.155 1.244
C -1.130 -0.996 0.187
N -0.476 -2.040 -0.108
H -0.926 -2.514 -0.889
H 1.941 1.520 0.113
H 0.391 1.341 1.968
H -2.076 -0.652 -0.252

7.
24
Properties=species:S:1:pos:R:3 method="wB97M-V/def2-TZVPD" orbital_gap_ha=0.340 relative_energy_kcal_mol=124.07 charge=0
C 2.331 1.957 0.195
N 2.139 0.536 -0.065
C 3.016 -0.427 -0.318
C 2.221 -1.632 -0.760
O 4.193 -0.108 -0.009
H 3.364 2.242 0.548
H 2.183 2.748 -0.498
H 1.751 1.976 1.089
H 1.221 0.362 -0.710
H 2.681 -2.366 -1.466
H 1.208 -1.345 -1.171
H 1.664 -2.449 0.071
C -3.898 0.538 -0.695
N -2.865 -0.291 -0.011
C -1.495 -0.114 0.114
C -0.927 -0.787 1.379
O -0.792 0.451 -0.803
H -3.329 1.146 -1.316
H -4.861 -0.075 -1.084
H -4.190 1.292 0.160
H -3.460 -1.049 0.557
H -1.812 -1.337 1.915
H -0.404 0.258 1.903
H 0.061 -1.525 0.975

8.
82
Properties=species:S:1:pos:R:3 method="wB97M-V/def2-TZVPD" orbital_gap_ha="0.139 / 0.143" relative_energy_kcal_mol=99.26 charge=+1
C 2.946 4.439 -1.013
C 3.627 3.216 -0.736
C 3.086 2.208 -1.586
H 4.448 3.089 -0.025
C 2.021 2.792 -2.337
C 1.954 4.168 -2.002
H 1.285 4.910 -2.436
H 3.164 5.409 -0.569
H 3.441 1.184 -1.667
H 1.413 2.277 -3.070
Ga -0.125 1.086 -0.095
Si 0.335 -1.332 -1.095
C 1.145 -2.838 -0.228
C 0.410 -4.041 -0.297
H -0.603 -4.040 -0.703
C 0.928 -5.244 0.192
H 0.304 -6.145 0.167
C 2.197 -5.266 0.768
H 2.592 -6.191 1.184
C 2.934 -4.082 0.851
H 3.926 -4.088 1.311
C 2.404 -2.876 0.387
H 2.973 -1.950 0.514
C 0.105 -2.148 -2.803
C 1.059 -3.107 -3.217
H 2.014 -3.192 -2.687
C 0.762 -4.065 -4.200
H 1.522 -4.802 -4.470
C -0.516 -4.114 -4.759
H -0.778 -4.908 -5.459
C -1.450 -3.132 -4.391
H -2.472 -3.163 -4.780
C -1.124 -2.125 -3.478
H -1.886 -1.380 -3.234
H 1.183 -0.067 -0.912
Si -2.281 -3.120 1.579
C -2.530 -2.161 0.033
C -1.503 -1.190 -0.479
H -1.071 -0.864 0.508
C -2.000 -0.058 -1.321
H -1.374 0.371 -2.140
C -3.370 0.180 -1.401
H -3.726 1.080 -1.915
C -4.286 -0.797 -0.999
H -5.339 -0.626 -1.196
C -3.877 -1.937 -0.305
H -4.632 -2.609 0.099
C -0.720 -2.832 2.550
C -0.082 -1.595 2.788
H -0.558 -0.667 2.454
C 1.163 -1.545 3.434
H 1.696 -0.591 3.529
C 1.713 -2.711 3.964
H 2.669 -2.685 4.497
C 1.036 -3.929 3.818
H 1.481 -4.834 4.229
C -0.168 -3.996 3.139
H -0.695 -4.946 3.019
H -3.361 -2.760 2.379
Cl -1.769 1.137 1.552
C -2.674 4.465 -1.727
C -1.920 3.276 -1.686
N -1.087 3.001 -0.668
C -0.984 3.877 0.380
C -1.796 5.052 0.449
C -2.668 5.315 -0.629
C -1.596 5.950 1.557
C -0.641 5.700 2.515
C 0.201 4.536 2.461
C 1.263 4.288 3.354
C 2.079 3.189 3.161
C 1.799 2.298 2.117
N 0.803 2.524 1.250
C 0.016 3.626 1.381
H -3.264 4.684 -2.621
H -1.987 2.534 -2.491
H -3.292 6.213 -0.604
H -2.190 6.875 1.600
H -0.466 6.410 3.330
H 1.440 5.006 4.157
H 2.933 2.993 3.803
H 2.390 1.393 1.969

9.
20
Properties=species:S:1:pos:R:3 method="wB97M-V/def2-TZVPD" orbital_gap_ha=0.352 relative_energy_kcal_mol=40.62 charge=0
C 2.058 0.748 -0.997
C 0.493 0.634 -1.183
O 0.011 1.426 -2.370
C 0.131 -0.884 -1.562
C -1.385 -0.958 -1.512
N -1.839 -1.230 -0.146
H 2.498 -0.127 -1.500
H 2.545 1.648 -1.217
H 2.252 0.489 0.103
H -0.146 0.944 -0.361
H 0.842 1.629 -2.806
H 0.534 -1.532 -0.767
H 0.592 -1.212 -2.529
H -1.917 -1.521 -2.232
H -1.671 0.169 -1.566
H -1.933 -0.386 0.407
H -2.711 -1.752 -0.062
O 0.339 0.102 6.460
H 1.033 -0.207 5.856
H 0.376 0.999 6.497

Number 1: E_tot -3756.9721 Eh. Number 2: E_tot -648.9267 Eh. Number 3: E_tot -6697.7187 Eh. Number 4: E_tot -1353.0323 Eh. Number 5: E_tot -1778.0228 Eh. Number 6: E_tot -281.5217 Eh. Number 7: E_tot -496.8598 Eh. Number 8: E_tot -4656.4004 Eh. Number 9: E_tot -365.3778 Eh.